1.
A structure of composition C12H36CaCl2O16P4. Source: OMol25; level of theory: ωB97M-V with the def2-TZVPD basis set.

Computed properties:
HOMO energy: -7.2 eV
calculated total energy: -4646.60907 a.u.
HOMO-LUMO gap: 7.5 eV
net charge: 0

Positions of all 71 atoms, in Å:
Ca1 1.1202 -1.3230 0.7576
Cl1 3.5358 -0.7585 1.9036
Cl2 0.4946 -3.5710 2.0450
C1 -1.6686 3.3769 0.4476
O1 -0.9206 2.1435 0.4416
P1 0.3570 1.9499 -0.5698
O2 0.9832 0.6155 -0.3796
O3 -0.2807 2.1057 -2.0365
C2 0.5217 2.2002 -3.2173
O4 1.3027 3.2646 -0.3895
C3 2.3365 3.2834 0.5631
H1 -2.7331 3.2397 0.2573
H2 -1.2577 4.1391 -0.2145
H3 -1.5293 3.7290 1.4697
H4 0.0604 1.5700 -3.9777
H5 1.5312 1.7897 -3.1953
H6 0.4486 3.2177 -3.6012
H7 2.3232 4.1808 1.1816
H8 3.2333 3.2396 -0.0550
H9 2.2558 2.3774 1.1638
C4 4.7013 -0.0440 -2.0447
O5 4.3940 -1.3871 -2.2063
P2 2.8391 -1.9129 -2.4072
O6 2.0570 -2.1064 -1.1397
O7 2.2317 -0.7627 -3.3935
C5 2.7982 -0.6070 -4.6580
O8 2.9377 -3.2025 -3.3189
C6 3.4872 -4.4031 -2.8708
H10 5.1426 0.0683 -1.0544
H11 3.7488 0.4850 -2.0169
H12 5.5285 0.2175 -2.7047
H13 2.0283 -1.0489 -5.2906
H14 3.7165 -1.1830 -4.7721
H15 2.9736 0.4506 -4.8548
H16 4.4637 -4.6411 -3.2925
H17 2.8097 -5.2188 -3.1232
H18 3.7095 -4.3581 -1.8046
C7 -0.3969 -1.1728 5.3004
O9 -0.3793 0.1368 4.8918
P3 -0.8143 0.5283 3.3983
O10 0.1860 0.0898 2.3911
O11 -2.3290 -0.0344 3.1961
C8 -3.3893 0.2569 4.0974
O12 -0.9702 2.1481 3.5007
C9 -0.0134 2.9559 4.1480
H19 -1.1301 -1.3791 6.0802
H20 0.6271 -1.4587 5.5408
H21 -0.7593 -1.7521 4.4512
H22 -3.0897 1.0664 4.7630
H23 -3.6766 -0.5569 4.7632
H24 -4.3035 0.5171 3.5638
H25 0.6806 3.2653 3.3666
H26 0.5035 2.4240 4.9467
H27 -0.3849 3.9319 4.4603
C10 -2.3571 -0.5979 -3.0830
O13 -2.9233 -1.3826 -2.0279
P4 -2.4033 -1.3205 -0.5151
O14 -0.8982 -1.4719 -0.3325
O15 -3.2999 -2.3530 0.3606
C11 -3.1044 -3.6740 -0.0393
O16 -2.9042 0.1206 0.0806
C12 -4.2454 0.4816 0.3177
H28 -1.5241 -1.1297 -3.5428
H29 -2.0154 0.3814 -2.7477
H30 -3.1245 -0.4528 -3.8432
H31 -2.1072 -4.1142 -0.0429
H32 -3.6005 -3.8705 -0.9898
H33 -3.5658 -4.2943 0.7290
H34 -4.8543 -0.4221 0.2936
H35 -4.6739 1.1440 -0.4345
H36 -4.4411 0.8737 1.3158

Forces on the atoms, in the same order (eV/Å):
Ca 0.60 -0.70 1.42
Cl -0.15 0.22 -0.34
Cl -0.25 0.02 -0.05
C 0.68 0.26 0.84
O 1.47 0.00 -2.08
P -0.84 -0.21 0.86
O -0.12 2.43 -0.46
O 0.58 0.33 1.09
C -0.52 -0.24 -1.06
O -2.65 -1.03 -1.35
C 1.02 -0.90 0.17
H 0.19 -0.42 -0.17
H 0.00 -0.19 -0.21
H -0.34 0.25 -0.02
H -0.39 -0.07 0.09
H 0.11 0.39 0.84
H 0.45 0.03 0.24
H -0.25 0.00 -0.20
H 0.38 0.08 0.61
H 0.45 0.07 0.33
C 0.38 0.69 1.70
O -2.23 -3.28 -0.97
P 0.53 1.53 1.45
O 1.48 0.19 -2.84
O -0.02 -1.44 2.81
C -0.19 -0.55 -1.09
O -0.19 1.92 -0.47
C 0.92 -1.50 1.05
H -0.21 0.03 0.28
H 0.53 0.91 -0.56
H -0.67 0.39 -0.65
H 0.39 0.38 -0.81
H 0.11 0.18 -0.06
H -0.05 -0.08 -0.07
H -0.06 0.45 -0.62
H -0.05 0.14 0.25
H -0.53 -0.20 0.19
C -0.14 -2.46 -0.63
O -0.84 3.32 -0.98
P 0.47 0.38 0.24
O -1.82 0.46 0.92
O 1.56 0.34 -0.35
C -0.13 0.58 0.91
O -1.32 -1.89 0.16
C 1.39 0.56 -0.68
H 0.29 0.44 0.44
H -0.28 -0.29 0.20
H 0.43 -0.75 0.05
H -0.20 0.25 -0.12
H 0.51 -0.52 -0.30
H 0.31 0.18 -0.29
H 0.61 -0.32 0.10
H -0.09 0.19 -0.01
H -0.86 -0.46 0.41
C 0.28 0.15 -0.35
O -0.16 -0.37 1.12
P 1.89 1.36 2.02
O -3.98 0.36 -1.09
O 1.37 2.33 -1.58
C -0.74 -2.94 0.29
O 1.12 -1.08 -0.65
C -1.34 -1.25 -0.10
H 0.05 -0.05 0.18
H -0.01 -0.07 0.24
H -0.10 -0.12 0.20
H 0.58 1.04 -0.13
H 0.01 0.02 -0.06
H -0.42 0.09 -0.08
H -0.22 -0.08 -0.09
H 0.46 0.22 -0.10
H 0.75 0.31 -0.02

=====

2.
A structure of composition C12H36ClO18P5. Source: OMol25; level of theory: ωB97M-V with the def2-TZVPD basis set.

Computed properties:
HOMO energy: -10.0 eV
calculated total energy: -4000.34183 a.u.
HOMO-LUMO gap: 8.1 eV
net charge: 0

Positions of all 72 atoms, in Å:
C1 0.6930 -1.1113 -0.0050
O1 1.5096 -0.1460 -0.6519
C2 2.3423 -0.7065 -1.6151
O2 3.5959 -0.0376 -1.6083
P1 4.4454 -0.1299 -0.2642
O3 5.8627 -0.0186 -0.5817
O4 4.0086 -1.4695 0.4548
C3 5.0582 -2.4168 0.7483
O5 3.8925 1.0615 0.6563
P2 4.3605 1.1045 2.2525
O6 3.6756 2.5062 2.6549
Cl1 3.0677 -0.2157 3.2305
H1 0.1032 -0.6148 0.7592
H2 1.3499 -1.8675 0.4315
H3 -0.0025 -1.5993 -0.6939
H4 1.9066 -0.5340 -2.6008
H5 2.4522 -1.7850 -1.4844
H6 5.1954 -3.1046 -0.0808
H7 5.9835 -1.9392 1.0486
H8 4.6994 -3.0061 1.5899
H9 2.7547 2.3338 2.9075
C4 4.7095 2.8539 -2.1776
O7 4.5088 4.2797 -2.0358
P3 3.5013 5.0204 -3.0550
O8 3.7397 6.4575 -2.8534
O9 2.1429 4.4576 -2.3943
C5 1.7036 5.0392 -1.1693
O10 2.9246 4.8022 -4.5315
C6 3.6932 5.3527 -5.6188
H10 5.3543 2.5265 -1.3680
H11 3.7580 2.3294 -2.1127
H12 5.1927 2.6251 -3.1274
H13 2.1574 6.0156 -1.0022
H14 1.9500 4.3761 -0.3377
H15 0.6224 5.1515 -1.2257
H16 4.7638 5.2266 -5.4667
H17 3.4616 6.4105 -5.7211
H18 3.3999 4.8275 -6.5245
C7 -5.7868 0.6699 4.1026
O11 -4.4588 1.0498 4.5087
P4 -3.1493 0.2797 3.8425
O12 -2.1137 0.7787 4.7828
O13 -3.3111 1.1506 2.4810
C8 -3.0815 2.5581 2.5508
O14 -2.1938 -0.7488 2.9313
C9 -1.4926 -1.7627 3.6757
H19 -6.4837 1.3407 4.5974
H20 -5.9038 0.7699 3.0208
H21 -6.0091 -0.3534 4.4052
H22 -2.5024 2.8252 3.4341
H23 -4.0341 3.0894 2.5660
H24 -2.5299 2.8437 1.6576
H25 -2.1097 -2.2065 4.4543
H26 -0.5987 -1.3312 4.1208
H27 -1.2025 -2.5410 2.9709
C10 -5.8640 -5.5277 -0.5295
O15 -5.2632 -4.7387 -1.5738
P5 -3.9318 -3.8795 -1.2327
O16 -3.7576 -2.9801 -2.3812
O17 -2.9235 -5.1376 -1.1998
C11 -2.5220 -5.7051 -2.4464
O18 -3.2336 -3.2269 0.0451
C12 -3.6268 -1.8796 0.3983
H28 -6.6894 -6.0789 -0.9706
H29 -5.1422 -6.2357 -0.1174
H30 -6.2501 -4.8900 0.2659
H31 -2.6808 -5.0130 -3.2725
H32 -3.0796 -6.6247 -2.6305
H33 -1.4623 -5.9419 -2.3757
H34 -4.6989 -1.7329 0.2696
H35 -3.0822 -1.1656 -0.2151
H36 -3.3683 -1.7104 1.4374

Forces on the atoms, in the same order (eV/Å):
C 0.13 -0.24 -0.09
O -0.05 -0.05 0.22
C -0.80 0.33 -0.78
O -0.50 -0.51 0.76
P 0.58 0.41 -1.12
O 0.29 0.05 0.31
O 0.26 0.20 -0.02
C -0.37 -0.72 0.61
O -0.47 -0.75 0.41
P 0.88 0.51 0.08
O -0.33 -0.61 0.09
Cl -0.24 0.12 -0.24
H 0.13 0.14 0.09
H -0.18 -0.10 0.23
H 0.03 0.05 -0.13
H 0.23 0.10 -0.13
H 0.24 0.00 0.27
H 0.16 0.22 -0.23
H 0.06 0.19 -0.28
H -0.11 0.08 0.05
H -0.08 0.46 -0.04
C -0.11 0.00 0.13
O 0.83 -0.89 -2.24
P -3.04 2.40 2.84
O 0.58 -0.07 -0.33
O -0.21 0.09 -0.39
C 0.05 -0.16 0.24
O 1.88 -1.42 -0.16
C -0.04 0.04 -0.19
H 0.04 0.11 0.01
H -0.03 0.06 -0.02
H 0.03 -0.01 0.02
H 0.03 0.00 -0.06
H 0.03 0.01 0.00
H 0.00 -0.02 -0.04
H 0.02 0.03 0.00
H 0.04 0.02 0.11
H -0.05 -0.07 0.07
C -0.05 0.20 -0.13
O -1.11 -3.14 0.23
P 4.37 6.06 -1.38
O -0.48 -0.83 0.77
O 0.04 -0.55 -0.57
C -0.31 0.17 0.03
O -2.45 -1.69 1.22
C 0.26 -0.21 -0.14
H 0.07 0.04 0.05
H 0.04 0.00 0.01
H -0.05 0.03 0.04
H 0.00 -0.08 0.03
H 0.01 0.03 0.03
H 0.00 -0.06 -0.03
H 0.04 -0.01 0.04
H -0.09 0.11 0.07
H -0.10 0.03 -0.06
C 0.05 -0.20 -0.05
O -0.64 1.15 2.16
P 3.22 -1.22 -3.39
O -0.55 0.34 0.21
O 0.23 0.23 0.24
C -0.11 -0.24 -0.08
O -2.12 -0.22 0.96
C -0.13 0.14 0.08
H 0.01 0.05 -0.08
H 0.03 0.04 -0.01
H -0.02 -0.01 0.00
H -0.02 0.05 0.05
H -0.02 0.01 -0.01
H 0.00 0.01 0.05
H 0.00 0.06 -0.09
H -0.05 -0.07 -0.13
H 0.04 -0.21 -0.13

=====

3.
A cluster of 12 separate species, C12H36N12O24 in total. Source: OMol25; level of theory: ωB97M-V with the def2-TZVPD basis set.

Computed properties:
HOMO energy: -10.8 eV
SMILES: C[N+](=O)[O-].C[N+](=O)[O-].C[N+](=O)[O-].C[N+](=O)[O-].C[N+](=O)[O-].C[N+](=O)[O-].C[N+](=O)[O-].C[N+](=O)[O-].C[N+](=O)[O-].C[N+](=O)[O-].C[N+](=O)[O-].C[N+](=O)[O-]
calculated total energy: -2940.39963 a.u.
HOMO-LUMO gap: 10.3 eV
relative energy (zero: lowest compared OMol25 entry of this formula, charge and spin): 3.7669 eV
net charge: 0

Positions of all 84 atoms, in Å:
C1 -3.2705 2.9438 -4.0087
N1 -4.3120 3.0329 -2.9172
O1 -5.0599 2.0930 -2.6529
O2 -4.4407 4.1791 -2.3797
H1 -3.7437 2.3759 -4.8097
H2 -2.4592 2.3790 -3.5496
H3 -2.9859 3.9140 -4.4158
C2 -0.0096 -5.9590 0.7406
N2 -1.1809 -6.8041 0.8959
O3 -1.7478 -7.0650 -0.1840
O4 -1.6432 -7.0853 2.0296
H4 0.9152 -6.5160 0.5900
H5 0.0471 -5.3219 1.6232
H6 -0.2012 -5.2796 -0.0899
C3 -1.4626 8.3167 -1.3018
N3 -1.6555 7.5128 -0.0571
O5 -2.5194 7.9913 0.6880
O6 -0.9830 6.5246 0.2167
H7 -2.3736 8.3221 -1.9002
H8 -0.5528 8.0461 -1.8376
H9 -1.4074 9.3511 -0.9624
C4 3.2011 6.4691 -4.5374
N4 3.4878 5.0586 -4.1031
O7 4.4381 4.5406 -4.6733
O8 2.7742 4.4984 -3.3360
H10 3.4754 6.8032 -5.5381
H11 3.7344 7.1116 -3.8368
H12 2.1400 6.7179 -4.5535
C5 7.2121 -5.8321 1.6041
N5 6.5185 -4.6978 2.2998
O9 5.3638 -4.9053 2.6482
O10 7.1361 -3.6799 2.5586
H13 8.0936 -5.3501 1.1812
H14 6.6407 -6.3092 0.8079
H15 7.5284 -6.5531 2.3580
C6 6.3381 -0.4733 -2.4476
N6 7.5032 -1.2818 -2.7982
O11 7.5300 -2.4621 -2.3959
O12 8.4001 -0.7565 -3.4548
H16 5.8281 -0.3269 -3.3998
H17 6.7556 0.4798 -2.1232
H18 5.7513 -1.0014 -1.6960
C7 -7.6318 3.4291 2.3881
N7 -6.6844 2.6791 3.2497
O13 -6.7088 2.9087 4.4616
O14 -5.8794 1.9707 2.7420
H19 -7.6381 3.0247 1.3759
H20 -7.2152 4.4364 2.3940
H21 -8.4924 3.6221 3.0286
C8 0.2915 0.7791 0.7203
N8 0.8038 -0.3957 1.3305
O15 1.8907 -0.8239 0.9884
O16 0.0881 -0.8932 2.1870
H22 -0.7407 0.9675 1.0155
H23 0.2162 0.6322 -0.3571
H24 1.0430 1.5412 0.9263
C9 -2.8106 -0.1818 7.4134
N9 -3.4920 -1.1067 8.2864
O17 -4.4934 -0.7741 8.9249
O18 -3.0210 -2.2733 8.4097
H25 -1.7592 -0.4197 7.2516
H26 -2.9010 0.8454 7.7666
H27 -3.3669 -0.2540 6.4788
C10 1.0071 0.1715 -6.4992
N10 1.3169 1.4242 -7.3047
O19 0.7021 2.4409 -7.0660
O20 2.2514 1.3359 -8.0778
H28 1.6000 0.2847 -5.5916
H29 1.3467 -0.6643 -7.1109
H30 -0.0733 0.0992 -6.3742
C11 1.6645 -4.6331 6.6974
N11 2.4216 -5.4968 7.6804
O21 1.9278 -6.5315 8.0556
O22 3.4906 -5.0234 8.0701
H31 1.6229 -5.2335 5.7886
H32 2.1763 -3.7251 6.3784
H33 0.6732 -4.3288 7.0331
C12 -5.2751 -3.0649 -3.1865
N12 -3.8112 -2.8622 -3.3471
O23 -3.1760 -3.4624 -4.2328
O24 -3.2813 -1.9766 -2.6849
H34 -5.8375 -2.4207 -3.8623
H35 -5.6503 -2.9344 -2.1715
H36 -5.3981 -4.1136 -3.4573

Forces on the atoms, in the same order (eV/Å):
C -0.63 -0.87 0.14
N -1.91 2.90 1.17
O 1.71 0.96 -0.68
O 0.64 -2.90 -1.21
H 0.17 -0.22 0.18
H 0.12 0.15 -0.33
H -0.10 -0.02 0.73
C 0.73 1.49 0.64
N -2.99 -0.79 -0.07
O 0.77 -0.18 1.99
O 1.52 0.50 -2.63
H -0.32 -0.18 0.07
H 0.25 -0.35 0.14
H 0.06 -0.45 -0.13
C 0.28 0.60 -0.05
N -0.75 0.14 1.46
O 0.90 -0.79 -0.80
O -0.54 1.12 -0.91
H 0.13 -0.67 0.04
H -0.32 -0.29 0.12
H 0.30 -0.13 0.15
C -0.61 1.36 0.34
N 1.06 0.28 -3.00
O -0.02 0.22 0.45
O -1.03 -0.11 1.29
H 0.85 -1.16 -0.03
H -0.18 -0.06 0.09
H -0.09 -0.57 0.85
C 1.20 0.72 -0.31
N -1.02 -0.25 0.71
O 0.45 0.09 -0.34
O -0.03 -0.70 -0.48
H 0.03 -0.31 -0.04
H -0.40 0.33 0.43
H -0.26 0.12 0.02
C 0.00 0.45 -0.20
N 1.79 -2.08 0.14
O -0.12 1.90 -0.72
O -1.14 -0.50 0.67
H -0.28 0.06 0.24
H -0.35 -0.05 0.12
H 0.09 0.21 -0.24
C 0.46 1.10 0.95
N -0.21 1.03 1.89
O -0.53 0.01 -0.91
O 0.99 -1.24 -1.22
H -0.52 -0.10 0.45
H 0.41 0.01 -0.45
H -0.56 -0.80 -0.72
C -0.58 1.59 -1.62
N -0.12 -1.95 1.13
O -0.27 0.22 0.02
O 0.43 -0.25 -0.06
H 0.49 0.19 0.62
H 0.52 -0.14 -0.04
H -0.49 0.33 -0.06
C 0.10 1.12 -1.12
N -0.49 -3.53 3.05
O 1.29 0.41 -1.38
O -0.54 2.59 -0.88
H -0.34 -0.42 0.23
H -0.22 -0.26 0.24
H 0.20 0.09 -0.16
C -0.04 0.30 -0.95
N 0.63 -0.42 0.24
O -0.26 -0.15 0.03
O -0.37 0.07 0.05
H -0.36 -0.16 0.03
H 0.14 0.14 0.24
H 0.24 0.25 0.38
C -0.03 -0.16 -1.15
N 0.66 1.97 0.56
O -0.02 0.03 -0.31
O -0.82 -0.77 -0.33
H -0.47 -0.17 0.15
H 0.57 -0.24 0.75
H 0.10 -0.66 0.33
C -0.31 -1.48 -0.15
N 2.09 1.44 -1.04
O -1.79 0.25 1.38
O -0.72 -0.67 0.09
H 0.44 0.02 -0.08
H 0.68 0.32 -0.01
H -0.35 0.16 -0.17

=====

- Look up the calculated total energy of the first one.
  -4646.60907 a.u.